# 1
Formula: C50H55N7O3P2SeSm
Source: the OMol25 dataset
Level of theory: the ωB97M-V functional and the def2-TZVPD basis

CARTESIAN COORDINATES (ANGSTROEM)
Sm  -1.625  4.400  19.471
O  0.555  0.123  21.949
C  -0.595  -0.451  21.804
C  -0.830  -1.745  22.239
C  -2.040  -2.384  22.065
C  -3.108  -1.736  21.383
C  -2.972  -0.440  20.955
C  -1.731  0.236  21.164
C  -1.563  1.648  20.927
O  -2.388  2.320  20.146
N  -0.629  2.293  21.629
N  -0.429  3.620  21.295
C  0.239  4.259  22.238
C  1.044  5.371  22.083
C  1.979  5.612  23.151
C  3.140  6.292  22.921
C  3.477  6.701  21.620
C  2.499  6.804  20.677
C  1.109  6.267  20.825
O  -1.305  6.480  20.181
H  0.202  1.558  21.877
H  -0.086  -2.328  22.695
H  -2.226  -3.366  22.509
H  -4.040  -2.222  21.232
H  -3.714  0.194  20.445
H  0.198  3.959  23.280
H  1.724  5.106  24.067
H  3.883  6.437  23.777
H  4.464  7.048  21.371
H  2.709  7.284  19.748
C  -4.688  8.252  26.264
C  -5.469  7.768  25.073
C  -6.560  6.714  25.450
P  -4.283  7.280  23.702
C  -3.138  5.906  24.337
C  -1.905  6.495  24.967
C  -3.720  4.855  25.335
C  -5.211  6.474  22.350
C  -6.145  5.464  22.542
C  -7.081  5.166  21.543
C  -6.912  5.637  20.266
C  -5.926  6.538  19.975
C  -5.021  6.939  20.981
N  -3.946  7.735  20.662
C  -3.727  9.000  21.173
C  -4.711  9.591  21.964
C  -4.452  10.707  22.771
C  -3.088  11.119  22.899
C  -2.135  10.713  21.948
C  -2.513  9.789  20.967
P  -1.356  9.742  19.551
C  -2.308  8.950  18.207
C  -3.508  9.884  17.822
C  -1.583  8.670  16.848
C  0.077  8.455  19.852
C  -0.207  7.256  20.709
C  1.183  9.458  20.280
H  -5.300  8.922  26.929
H  -3.736  8.807  26.093
H  -4.467  7.360  26.856
H  -5.982  8.692  24.576
H  -6.294  5.681  25.507
H  -7.381  6.927  24.779
H  -6.910  6.997  26.442
H  -2.960  5.310  23.425
H  -2.191  6.974  25.923
H  -1.371  7.279  24.419
H  -1.240  5.755  25.299
H  -3.612  5.255  26.311
H  -3.020  3.954  25.237
H  -4.714  4.538  25.167
H  -6.054  4.850  23.375
H  -7.921  4.539  21.838
H  -7.542  5.250  19.433
H  -5.863  6.868  18.965
H  -5.691  9.208  22.060
H  -5.216  11.357  23.272
H  -2.790  11.805  23.700
H  -1.125  11.126  21.872
H  -2.693  7.985  18.574
H  -3.185  10.953  17.656
H  -4.324  9.933  18.564
H  -3.918  9.568  16.875
H  -0.918  9.503  16.614
H  -2.285  8.561  15.975
H  -0.977  7.742  16.895
H  0.316  8.157  18.805
H  -3.166  7.328  20.134
H  -0.507  7.579  21.736
H  0.907  5.598  19.983
H  2.141  8.903  20.429
H  1.033  9.973  21.212
H  1.307  10.260  19.482
Se  -4.573  3.074  17.012
C  -3.889  4.468  17.713
N  -3.295  5.451  18.089
C  0.787  4.825  15.900
C  -0.123  4.447  16.832
N  0.198  3.879  18.042
C  1.489  3.520  18.239
C  2.486  3.997  17.420
C  2.102  4.652  16.250
C  3.969  4.081  17.856
C  4.779  2.963  17.964
C  4.321  1.551  18.078
C  4.928  0.501  17.347
C  4.398  -0.793  17.559
N  3.428  -1.039  18.453
C  2.881  0.022  19.048
N  3.388  1.234  18.999
H  0.477  5.232  14.967
H  -1.214  4.433  16.652
H  1.609  2.908  19.136
H  2.758  4.731  15.408
H  4.304  5.122  17.972
H  5.848  3.088  18.171
H  5.773  0.667  16.619
H  4.651  -1.612  16.861
H  2.085  -0.139  19.812

Values from the calculation:
HOMO energy (spin up / spin down)	-3.85 / -3.85	eV
LUMO level (spin up / spin down)	1.166 / 1.171	eV
multiplicity	6
charge	-1
energy relative to the best compared isomer or geometry (same formula, charge and spin)	7.129	eV

# 2
Formula: C50H56Br6N6O21
Source: the OMol25 dataset
Level of theory: the ωB97M-V functional and the def2-TZVPD basis

CARTESIAN COORDINATES (ANGSTROEM)
C  10.194  -5.895  4.512
C  10.510  -7.255  4.226
C  9.670  -8.006  3.547
C  8.447  -7.490  3.223
C  8.036  -6.189  3.564
C  8.919  -5.351  4.294
N  7.573  -8.271  2.308
O  6.873  -7.753  1.532
O  7.680  -9.493  2.315
H  10.982  -5.205  4.775
H  11.530  -7.531  4.450
H  10.032  -8.986  3.270
H  7.053  -5.815  3.319
H  8.771  -4.291  4.437
C  9.604  5.282  4.100
C  10.579  6.252  4.258
C  11.834  5.800  4.650
C  11.989  4.419  4.800
C  11.022  3.405  4.737
C  9.760  3.873  4.342
N  13.279  3.990  5.370
O  13.992  3.160  4.780
O  13.661  4.573  6.419
H  8.611  5.602  3.819
H  10.469  7.324  4.184
H  12.591  6.512  4.945
H  11.176  2.354  4.934
H  8.959  3.154  4.260
C  7.818  4.792  -0.929
C  7.326  4.133  0.177
C  8.185  3.194  0.738
C  9.480  2.949  0.305
C  9.932  3.591  -0.782
C  9.119  4.525  -1.469
N  10.317  1.973  1.018
O  11.443  1.860  0.717
O  9.709  1.389  1.957
H  7.132  5.555  -1.267
H  6.293  4.208  0.485
H  7.805  2.695  1.617
H  10.945  3.437  -1.123
H  9.505  5.010  -2.354
C  15.284  0.018  2.493
C  15.533  -0.409  3.796
C  16.703  -0.239  4.463
C  17.815  0.290  3.708
C  17.621  0.645  2.342
C  16.393  0.488  1.788
N  19.145  0.352  4.330
O  19.372  -0.195  5.374
O  19.995  1.087  3.752
H  14.344  -0.078  1.969
H  14.664  -0.792  4.310
H  16.784  -0.566  5.489
H  18.496  0.871  1.751
H  16.377  0.842  0.768
C  3.115  -0.597  7.239
C  4.394  -0.131  6.785
C  5.361  -1.078  6.547
C  5.097  -2.488  6.643
C  3.816  -2.870  6.911
C  2.798  -1.953  7.210
N  6.122  -3.467  6.189
O  5.781  -4.659  5.984
O  7.256  -3.072  5.962
H  2.387  0.109  7.609
H  4.631  0.906  6.597
H  6.350  -0.785  6.226
H  3.561  -3.918  6.851
H  1.820  -2.398  7.325
C  7.609  -1.055  9.386
C  6.937  -1.215  10.576
C  6.822  -2.446  11.201
C  7.513  -3.506  10.738
C  8.249  -3.342  9.542
C  8.217  -2.199  8.733
N  7.330  -4.790  11.438
O  7.963  -5.803  11.206
O  6.622  -4.791  12.438
H  7.700  -0.097  8.897
H  6.420  -0.319  10.884
H  6.256  -2.362  12.118
H  8.802  -4.238  9.301
H  8.813  -1.970  7.862
C  6.366  2.724  8.002
C  5.509  2.723  9.212
O  4.548  1.680  9.240
C  3.557  1.634  10.230
O  3.383  2.401  11.186
O  2.895  0.565  10.048
C  1.888  0.212  11.028
H  7.067  3.525  8.237
H  5.769  3.060  7.153
H  6.933  1.823  7.771
H  5.062  3.708  9.076
H  6.143  2.573  10.086
H  2.445  -0.225  11.856
H  1.226  -0.601  10.731
H  1.191  1.015  11.268
C  11.566  -1.392  4.157
C  10.233  -0.925  4.757
O  10.514  -0.240  5.978
C  9.595  0.634  6.458
O  8.414  0.634  6.185
O  10.100  1.299  7.585
C  11.499  1.311  7.842
H  12.078  -2.006  4.898
H  12.220  -0.540  3.969
H  11.366  -1.855  3.191
H  9.553  -1.747  4.984
H  9.669  -0.273  4.089
H  11.883  0.353  8.192
H  11.570  1.915  8.747
H  12.191  1.722  7.107
C  10.653  5.177  12.902
C  9.723  3.891  13.082
O  10.370  2.700  12.801
C  10.115  1.872  11.696
O  9.192  2.046  10.914
O  10.865  0.771  11.822
C  10.565  -0.239  10.835
H  10.120  6.097  13.142
H  10.880  5.331  11.847
H  11.582  5.128  13.470
H  8.755  3.912  12.581
H  9.491  3.821  14.145
H  11.427  -0.900  10.747
H  10.200  0.016  9.841
H  9.741  -0.847  11.209
C  9.491  6.013  8.427
Br  11.020  7.179  8.243
Br  8.112  6.770  9.511
Br  10.142  4.243  9.040
H  9.041  5.940  7.437
C  15.549  1.164  10.925
Br  14.461  1.993  9.534
Br  14.402  0.735  12.478
Br  17.185  2.186  11.433
H  15.980  0.253  10.508

Values from the calculation:
HOMO energy (spin up / spin down)	-10.91 / -10.91	eV
LUMO level (spin up / spin down)	-4.587 / -9.563	eV
multiplicity	2
charge	+1

# 3
Formula: C50H58F6N5O6S2ScSi
Source: the OMol25 dataset
Level of theory: the ωB97M-V functional and the def2-TZVPD basis

CARTESIAN COORDINATES (ANGSTROEM)
Sc  -0.048  -0.570  -0.019
F  -0.310  -2.258  -4.820
C  0.012  -2.185  -3.540
F  0.257  -0.891  -3.241
F  1.134  -2.872  -3.353
S  -1.301  -2.758  -2.353
O  -0.716  -2.190  -1.114
O  -1.303  -4.190  -2.355
N  -2.497  -2.039  -2.981
S  -3.876  -2.213  -2.128
O  -2.132  0.001  -0.042
O  -3.612  -3.127  -1.002
C  -4.749  -3.431  -3.343
F  -4.454  -3.199  -4.622
F  -6.083  -3.290  -3.203
F  -4.451  -4.696  -3.065
C  4.920  1.448  2.934
C  4.787  0.103  2.212
C  5.617  0.078  0.956
C  6.910  -0.412  0.952
C  7.670  -0.386  -0.208
C  7.125  0.148  -1.361
C  5.837  0.675  -1.393
C  5.342  1.265  -2.691
C  5.905  2.671  -2.923
C  5.059  0.623  -0.220
N  3.709  0.933  -0.176
C  3.197  2.012  -0.620
C  1.805  2.324  -0.691
C  1.389  3.640  -0.917
C  0.012  3.670  -0.727
C  -0.352  2.372  -0.406
N  0.709  1.521  -0.400
H  4.311  1.466  3.840
H  4.592  2.257  2.280
H  5.960  1.627  3.211
H  3.743  -0.037  1.921
H  5.104  -0.699  2.886
H  7.333  -0.808  1.869
H  8.677  -0.783  -0.214
H  7.715  0.170  -2.271
H  4.252  1.295  -2.718
H  5.680  0.624  -3.510
H  5.618  3.344  -2.114
H  5.530  3.085  -3.860
H  6.994  2.643  -2.962
H  3.832  2.862  -0.901
H  2.035  4.466  -1.171
H  -0.654  4.515  -0.805
H  -1.343  2.039  -0.159
C  -3.219  1.411  -5.343
C  -2.152  1.757  -4.531
C  -2.229  1.570  -3.158
C  -3.372  1.049  -2.553
C  -4.439  0.718  -3.392
C  -4.366  0.888  -4.764
Si  -3.393  0.784  -0.659
C  -5.192  0.351  -0.182
C  -6.139  1.251  -0.674
C  -7.500  0.990  -0.619
C  -7.953  -0.195  -0.057
C  -7.035  -1.087  0.478
C  -5.677  -0.807  0.429
H  -3.167  1.557  -6.415
H  -1.253  2.177  -4.965
H  -1.375  1.844  -2.549
H  -5.357  0.322  -2.972
H  -5.208  0.601  -5.382
H  -3.392  2.188  -0.121
H  -5.793  2.169  -1.139
H  -8.208  1.699  -1.026
H  -9.010  -0.426  -0.041
H  -7.383  -2.011  0.923
H  -4.979  -1.529  0.831
C  -2.667  6.112  2.376
C  -2.155  4.708  2.503
C  -3.023  3.630  2.630
C  -2.558  2.332  2.753
C  -3.554  1.207  2.858
C  -1.167  2.098  2.682
C  -0.735  0.719  2.685
O  0.265  0.227  2.156
C  -0.269  3.184  2.566
C  1.219  2.984  2.613
C  -0.785  4.465  2.502
H  -3.753  6.145  2.426
H  -2.343  6.543  1.427
H  -2.261  6.735  3.175
H  -4.092  3.806  2.620
H  -4.566  1.606  2.858
H  -3.416  0.627  3.772
H  -3.453  0.539  2.002
H  -1.395  0.038  3.244
H  1.535  2.223  1.905
H  1.523  2.654  3.610
H  1.729  3.916  2.380
H  -0.098  5.301  2.430
C  -2.999  -2.625  3.001
C  -1.994  -2.809  1.894
N  -2.127  -3.916  1.151
O  -1.042  -2.033  1.756
H  -3.339  -3.580  3.399
H  -3.858  -2.099  2.578
H  -2.582  -2.023  3.804
H  -3.021  -4.381  1.159
H  -1.711  -3.890  0.228
C  3.298  -4.409  2.711
N  1.981  -3.753  2.568
C  2.039  -2.337  3.002
C  1.429  -3.864  1.155
C  2.245  -3.133  0.123
C  3.298  -3.835  -0.470
C  4.046  -3.257  -1.476
C  3.686  -1.995  -1.918
C  2.619  -1.330  -1.335
C  1.865  -1.831  -0.258
H  3.613  -4.380  3.753
H  4.021  -3.886  2.091
H  3.234  -5.445  2.384
H  1.316  -4.239  3.167
H  2.724  -1.799  2.352
H  2.374  -2.280  4.036
H  1.059  -1.874  2.895
H  0.435  -3.430  1.180
H  1.371  -4.928  0.918
H  3.501  -4.859  -0.174
H  4.863  -3.796  -1.936
H  4.224  -1.534  -2.737
H  2.353  -0.367  -1.755

Values from the calculation:
HOMO energy	-6.97	eV
LUMO level	-0.525	eV
energy relative to the best compared isomer or geometry (same formula, charge and spin)	1.864	eV

no.,electronic energy (eV)
1,-171141.964
2,-524920.109
3,-139083.820